P.
2 unconnected molecules or ions with the total composition C3H11NS. Source: the Open Molecules 2025 dataset; level of theory: ωB97M-V/def2-TZVPD.

Each line ends with the natural charge from an NBO analysis.
CARTESIAN COORDINATES (ANGSTROEM)
S: -1.730 -1.660 5.117  -0.0422
N: 1.139 3.174 -4.194  -0.8035
C: 1.222 0.944 -5.321  -0.6373
C: 1.999 2.190 -4.923  -0.2232
C: -0.891 -3.088 4.372  -0.7327
H: -0.159 -3.588 4.997  0.2137
H: -0.283 -2.712 3.546  0.2224
H: 2.237 2.693 -5.866  0.1600
H: 1.597 4.052 -4.424  0.3420
H: 0.320 3.198 -4.815  0.3375
H: 2.946 1.921 -4.467  0.1933
H: 1.467 0.702 -6.355  0.2108
H: -1.053 -0.824 4.324  0.1205
H: 1.215 -0.022 -4.830  0.2197
H: -1.645 -3.799 4.043  0.2183
H: 0.180 1.184 -5.549  0.2007

Properties
Frontier orbital gap in eV: 10.13
Multiplicity: 1
SMILES: CCN.CS



Q.
2 unconnected molecules or ions with the total composition C3H11NS. Source: the Open Molecules 2025 dataset; level of theory: ωB97M-V/def2-TZVPD.

Each line ends with the natural charge from an NBO analysis.
CARTESIAN COORDINATES (ANGSTROEM)
S: -2.524 2.182 0.173  -0.6287
N: 1.868 -1.532 -0.048  -0.9001
C: -0.787 0.028 0.276  -0.4488
C: -1.964 0.609 -0.540  -0.5246
C: 0.362 1.038 0.291  -0.7299
H: 1.089 0.903 1.109  0.1765
H: 1.345 -0.694 0.322  0.4948
H: 0.876 1.184 -0.666  0.1922
H: 2.856 -1.386 0.139  0.4382
H: -1.136 -0.103 1.303  0.2216
H: -2.761 -0.137 -0.555  0.1899
H: -0.134 1.992 0.517  0.3235
H: -1.615 0.763 -1.569  0.1682
H: -0.607 -0.974 -0.149  0.1296
H: 1.639 -1.539 -1.039  0.4524
H: 1.495 -2.336 0.434  0.4451

Properties
Frontier orbital gap in eV: 3.90
Multiplicity: 1



Energy ordering: P at the bottom, the next structure 50.3 kcal/mol above.



P.
A single C5H6INO2 molecule. Source: the Open Molecules 2025 dataset; level of theory: ωB97M-V/def2-TZVPD.

Each line ends with the natural charge from an NBO analysis.
CARTESIAN COORDINATES (ANGSTROEM)
I: 2.751 -1.054 0.521  0.3553
O: 0.467 1.975 -0.648  -0.4784
O: 2.513 2.180 0.090  -0.5713
N: 1.280 0.324 0.623  -0.6590
C: -0.595 1.069 -0.768  -0.0908
C: -0.609 -1.536 -0.291  -0.4471
C: -0.309 -0.146 0.072  0.1427
C: -1.018 -0.917 1.050  -0.4270
C: 1.544 1.549 0.006  0.8536
H: -2.057 -0.645 1.249  0.2230
H: -0.458 -1.265 1.906  0.2406
H: 0.045 -2.368 -0.369  0.2506
H: -1.503 -1.494 -0.949  0.2203
H: -1.482 1.603 -0.745  0.2057
H: -0.570 0.725 -1.747  0.1819

Properties
Frontier orbital gap in eV: 8.92
Multiplicity: 1
SMILES: O=C1OCC2(CC2)N1I



Q.
2 unconnected molecules or ions with the total composition C5H6INO2. Source: the Open Molecules 2025 dataset; level of theory: ωB97M-V/def2-TZVPD.

Each line ends with the natural charge from an NBO analysis.
CARTESIAN COORDINATES (ANGSTROEM)
I: 2.804 0.032 0.518  0.2634
O: -1.168 0.538 -2.228  -0.4063
O: -1.175 3.167 1.184  -0.6976
N: -0.780 1.237 -1.371  0.2290
C: 1.475 -1.448 0.140  -0.3203
C: -0.149 -3.536 -0.059  -0.7050
C: 0.748 -2.394 -0.027  0.0122
C: 0.009 2.628 0.607  -0.1572
C: -0.250 1.754 -0.488  0.1223
H: 0.656 2.075 1.295  0.2288
H: -0.281 -3.745 -1.214  0.2507
H: -1.144 -3.166 0.206  0.2495
H: -1.687 3.608 0.515  0.4720
H: 0.556 3.549 0.288  0.2012
H: 0.385 -4.299 0.634  0.2574

Properties
Frontier orbital gap in eV: 9.49
Multiplicity: 1
SMILES: [O-][N+]#CCO.CC#CI



Energy ordering: P at the bottom, the next structure 78.7 kcal/mol above.



P.
2 unconnected molecules or ions with the total composition C6H8N2OS. Source: the Open Molecules 2025 dataset; level of theory: ωB97M-V/def2-TZVPD.

Each line ends with the natural charge from an NBO analysis.
CARTESIAN COORDINATES (ANGSTROEM)
S: -2.513 0.835 -1.660  0.6615
O: -2.005 -0.554 -1.442  -0.8371
N: -1.491 0.064 0.970  -0.1772
N: -1.945 1.246 0.796  -0.5157
C: -0.242 -0.148 0.601  0.0589
C: 1.418 -1.902 0.509  -0.2168
C: 0.709 0.734 -0.016  -0.2585
C: 2.314 -0.945 0.066  -0.2123
C: 0.102 -1.464 0.692  -0.1484
C: 1.988 0.376 -0.141  -0.2122
H: -1.422 2.147 0.722  0.3708
H: 1.696 -2.886 0.634  0.2147
H: -0.745 -2.014 1.017  0.2261
H: 0.602 1.812 -0.190  0.2014
H: -1.730 1.356 -2.712  0.0296
H: 3.367 -1.204 -0.192  0.2061
H: 2.824 1.049 -0.632  0.2168
H: -2.928 1.497 0.977  0.3922

Properties
Frontier orbital gap (spin up / spin down) in eV: 6.34 / 7.71
Multiplicity: 1



Q.
A single C6H8N2OS molecule. Source: the Open Molecules 2025 dataset; level of theory: ωB97M-V/def2-TZVPD.

Each line ends with the natural charge from an NBO analysis.
CARTESIAN COORDINATES (ANGSTROEM)
S: 2.606 -0.612 0.440  1.1203
O: 3.957 -0.103 0.487  -0.8937
N: -2.025 0.242 0.248  -0.3620
N: 1.519 0.704 0.197  -0.5332
C: -0.790 -0.214 0.265  0.0842
C: -3.135 -0.569 -0.067  -0.4555
C: -0.268 -2.826 0.167  -0.1597
C: 0.204 0.787 0.129  0.0068
C: 2.149 1.952 -0.327  -0.4164
C: -0.410 -1.635 0.194  -0.0957
H: 2.132 1.970 -1.492  0.2120
H: -3.312 -0.587 -1.116  0.2117
H: -3.083 -1.606 0.356  0.1871
H: 3.133 1.897 -0.010  0.2326
H: -0.255 1.739 0.093  0.2170
H: -0.018 -3.809 0.116  0.2230
H: -4.139 -0.179 0.222  0.2054
H: 1.735 2.850 0.098  0.2162

Properties
Frontier orbital gap (spin up / spin down) in eV: 7.70 / 6.38
Multiplicity: 1



Energy ordering: P at the bottom, the next structure 20.0 kcal/mol above.



P.
A gas-phase ion, C3H4NO (charge +1). Source: the Open Molecules 2025 dataset; level of theory: ωB97M-V/def2-TZVPD.

Each line ends with the natural charge from an NBO analysis.
CARTESIAN COORDINATES (ANGSTROEM)
O: 2.035 -0.032 -0.035  -0.2856
N: -0.188 -1.099 0.078  -0.3296
C: 0.925 0.975 0.053  -0.1323
C: -1.397 -0.821 -0.037  0.1900
C: 0.847 -0.439 -0.047  0.6376
H: -2.070 -0.976 0.807  0.2267
H: -1.870 -0.693 -1.009  0.2207
H: 0.845 1.610 -0.824  0.2361
H: 0.873 1.475 1.015  0.2364

Properties
Frontier orbital gap in eV: 10.57
Multiplicity: 1
SMILES: C=[N+]=C1CO1
Net charge: +1



Q.
A molecular structure, C3H4NO. Source: the Open Molecules 2025 dataset; level of theory: ωB97M-V/def2-TZVPD.

Each line ends with the natural charge from an NBO analysis.
CARTESIAN COORDINATES (ANGSTROEM)
O: 1.694 0.901 -0.351  -0.2477
N: 2.724 -0.298 0.380  0.1320
C: 1.730 -0.641 -0.286  0.5079
C: 0.271 0.754 0.171  -0.0999
C: 0.172 -0.725 -0.214  -0.4346
H: 0.243 0.956 1.309  0.2605
H: -0.143 -0.981 -1.254  0.2954
H: -0.208 -1.468 0.501  0.2975
H: -0.457 1.534 -0.320  0.2888

Properties
Frontier orbital gap in eV: 10.31
Multiplicity: 1
Net charge: +1



R.
2 unconnected molecules or ions with the total composition C3H4NO. Source: the Open Molecules 2025 dataset; level of theory: ωB97M-V/def2-TZVPD.

Each line ends with the natural charge from an NBO analysis.
CARTESIAN COORDINATES (ANGSTROEM)
O: -1.961 -1.004 0.001  -0.4809
N: 0.382 1.344 0.293  -0.1409
C: -0.841 1.552 -0.215  -0.4947
C: -1.465 -0.883 -1.028  0.5119
C: 1.335 1.093 0.862  0.4577
H: -1.027 0.856 -1.088  0.2741
H: -1.550 1.316 0.529  0.2777
H: 2.256 0.959 1.379  0.3062
H: -0.996 2.518 -0.664  0.2889

Properties
Frontier orbital gap in eV: 11.89
Multiplicity: 1
Net charge: +1



Energy ordering: R at the bottom, the next structure 43.4 kcal/mol above.